The following is a DFT calculation (ωB97M-V/def2-TZVPD) of C3H9S2 as an isolated structure in a non-equilibrium geometry.

As for the net charge: -1. For the HOMO-LUMO gap, the calculation gives 6.8522 eV. Its energy is -24928.030 eV. The LUMO energy comes out at 0.1419 Eh.

Structure (XYZ):
```
14
Properties=species:S:1:pos:R:3:nbo_charge:R:1
C -2.697 1.002 1.851 -0.73
S -1.419 1.127 0.576 -0.38
H -3.117 0.000 1.906 0.19
H -3.488 1.743 1.752 0.19
H -2.304 1.173 2.861 0.18
C 1.813 -0.666 -1.996 -0.62
C 1.677 -0.388 -0.457 -0.51
S 0.469 -1.515 0.283 -0.44
H 2.041 -1.730 -2.086 0.20
H 0.877 -0.404 -2.478 0.21
H 2.708 -0.177 -2.374 0.17
H 1.356 0.641 -0.293 0.20
H 2.670 -0.573 -0.044 0.18
H -0.586 -0.233 0.500 0.17
```

The following is a DFT calculation (ωB97M-V/def2-TZVPD) of one molecule with the formula H3N3 in a non-equilibrium geometry.

For the HOMO-LUMO gap, the calculation gives 9.9630 eV. Its energy is -4515.302 eV. The LUMO energy comes out at 0.0431 Eh.

Structure (XYZ):
```
6
Properties=species:S:1:pos:R:3:nbo_charge:R:1
N 0.231 -0.884 -0.093 -0.74
N -1.438 0.953 0.781 -0.14
N -0.462 0.597 0.243 -0.10
H -0.333 -1.531 0.335 0.34
H 1.128 -0.806 0.501 0.34
H 0.311 1.173 -0.417 0.30
```

The following is a DFT calculation (ωB97M-V/def2-TZVPD) of a 2-piece molecular cluster, C2H9N overall in a non-equilibrium geometry.

For the HOMO-LUMO gap, the calculation gives 11.5193 eV. Its energy is -3709.766 eV. The LUMO energy comes out at 0.0368 Eh. The structure (SMILES) is CC.N.

Structure (XYZ):
```
12
Properties=species:S:1:pos:R:3:nbo_charge:R:1
C -1.140 0.768 0.012 -0.59
C -1.385 -0.719 0.017 -0.61
H -0.057 0.994 0.044 0.18
H -1.546 1.240 -0.888 0.20
H -1.612 1.208 0.864 0.20
H -0.900 -1.197 -0.767 0.20
H -2.447 -0.891 -0.239 0.21
H -0.990 -1.151 0.935 0.20
N 2.398 -0.016 -0.048 -1.04
H 1.767 0.699 -0.282 0.35
H 1.951 -0.862 -0.439 0.35
H 2.195 -0.221 0.936 0.35
```

The following is a DFT calculation (ωB97M-V/def2-TZVPD) of one molecule with the formula C3H3NO2 in a non-equilibrium geometry.

For the HOMO-LUMO gap, the calculation gives 10.3246 eV. Its energy is -8741.238 eV. The LUMO energy comes out at 0.0294 Eh. The structure (SMILES) is O=c1cco[nH]1.

Structure (XYZ):
```
9
Properties=species:S:1:pos:R:3:nbo_charge:R:1
O -2.240 -0.511 0.010 -0.58
C -1.126 -0.160 0.070 0.66
C 0.364 -1.124 0.046 -0.37
C 1.264 -0.150 0.019 0.11
O 0.785 1.165 0.009 -0.32
N -0.671 1.071 0.046 -0.35
H 0.560 -2.059 -0.251 0.22
H 2.267 -0.250 -0.124 0.20
H -1.203 2.017 0.174 0.44
```

The following is a DFT calculation (ωB97M-V/def2-TZVPD) of an isolated ion of composition C7H15N2O2 and charge +1 in a non-equilibrium geometry.

As for the net charge: +1. For the HOMO-LUMO gap, the calculation gives 9.4853 eV. Its energy is -14568.886 eV. The LUMO energy comes out at -0.0990 Eh. The structure (SMILES) is CNCCOC1=[N+](C)CCO1.

Structure (XYZ):
```
26
Properties=species:S:1:pos:R:3:nbo_charge:R:1
C 0.937 2.516 -2.397 -0.44
N 1.347 1.668 -1.285 -0.65
C 1.580 0.341 -1.773 -0.24
C 1.737 -0.650 -0.642 -0.08
O 0.897 -0.239 0.524 -0.42
C -0.284 -0.759 0.612 0.93
N -1.129 -0.384 1.554 -0.36
C -0.701 0.547 2.573 -0.42
C -2.251 -1.380 1.745 -0.25
C -1.959 -2.234 0.540 -0.10
O -0.765 -1.782 -0.073 -0.44
H -0.084 2.235 -2.666 0.21
H 0.707 3.520 -2.132 0.22
H 1.736 2.691 -3.172 0.19
H 2.013 2.098 -0.683 0.38
H 2.575 0.204 -2.443 0.19
H 0.770 0.042 -2.398 0.21
H 1.658 -1.634 -0.958 0.22
H 2.722 -0.549 -0.077 0.21
H -0.195 1.385 2.067 0.25
H -1.579 0.720 3.165 0.24
H 0.157 0.023 3.185 0.22
H -3.168 -0.871 1.538 0.23
H -2.300 -1.997 2.644 0.24
H -1.693 -3.332 0.944 0.23
H -2.728 -2.178 -0.392 0.24
```

The following is a DFT calculation (ωB97M-V/def2-TZVPD) of C18H26Cl5N2RuS3 as an isolated structure in a non-equilibrium geometry.

As for the net charge: +2. Its spin multiplicity is 2. For the HOMO-LUMO gap (alpha / beta), the calculation gives 6.3478 / 6.1677 eV. Its energy is -119751.914 eV. The LUMO energy (alpha / beta) comes out at -0.2999 / -0.3020 Eh. As for the expectation value of S²: 0.775.

Structure (XYZ):
```
55
Properties=species:S:1:pos:R:3:nbo_charge:R:1
Ru -0.803 0.264 0.014 0.67
C -1.129 1.343 4.379 -0.58
C -0.636 -0.064 4.079 -0.52
S -0.947 -0.823 2.453 0.34
C -2.727 -1.086 2.407 -0.56
C -3.570 0.147 2.150 -0.54
S -2.950 1.213 0.816 0.40
C -2.307 2.705 1.636 -0.55
C -0.805 2.699 1.916 -0.56
S -0.251 2.712 3.614 0.31
H -0.960 1.523 5.443 0.28
H -2.203 1.443 4.228 0.21
H -1.092 -0.780 4.767 0.25
H 0.445 -0.127 4.205 0.26
H -3.028 -1.581 3.333 0.27
H -2.864 -1.809 1.599 0.25
H -3.688 0.779 3.027 0.25
H -4.569 -0.157 1.837 0.27
H -2.915 2.879 2.524 0.26
H -2.548 3.499 0.930 0.27
H -0.352 3.598 1.499 0.27
H -0.304 1.866 1.397 0.18
Cl 2.244 2.242 0.431 0.06
C 1.254 2.341 -0.988 0.01
C 0.058 1.648 -1.095 -0.15
C -0.666 1.752 -2.247 -0.08
Cl -2.076 0.715 -2.219 0.19
C -0.313 2.535 -3.327 -0.08
Cl -1.296 2.576 -4.715 0.13
C 0.869 3.264 -3.211 -0.06
Cl 1.363 4.269 -4.494 0.15
C 1.648 3.167 -2.048 -0.11
Cl 3.094 4.058 -1.923 0.13
C -0.860 -3.096 -0.807 -0.63
C -0.027 -2.342 -1.836 -0.22
N 1.384 -2.231 -1.474 -0.36
C 2.311 -3.073 -2.264 -0.21
C 2.738 -2.402 -3.558 -0.62
C 1.815 -1.385 -0.555 0.56
C 3.281 -1.380 -0.218 -0.69
N 1.029 -0.575 0.145 -0.81
H -1.896 -3.165 -1.140 0.24
H -0.825 -2.621 0.180 0.19
H -0.485 -4.110 -0.676 0.25
H -0.406 -1.342 -2.026 0.19
H -0.076 -2.850 -2.797 0.24
H 1.780 -4.001 -2.474 0.22
H 3.165 -3.340 -1.649 0.22
H 1.882 -2.216 -4.209 0.22
H 3.433 -3.045 -4.096 0.25
H 3.236 -1.449 -3.370 0.21
H 3.575 -2.329 0.231 0.26
H 3.506 -0.582 0.485 0.24
H 3.882 -1.229 -1.114 0.26
H 1.581 -0.048 0.805 0.40
```